Here is C32H50N3O2P2Sn as an isolated structure from OMol25. Energies are from ωB97M-V/def2-TZVPD.

The geometry in XYZ format:
```
90
Properties=species:S:1:pos:R:3:forces:R:3:mulliken_charge:R:1
Sn 1.484887 0.045012 -0.240986 -0.206 0.220 0.145 0.43
C -2.575717 -3.303619 -0.076666 0.046 0.037 0.014 -1.69
C -1.577846 -2.319422 -0.679720 0.077 0.035 -0.078 1.68
C -1.435720 -2.497977 -2.194189 0.032 0.093 0.041 -1.51
P 0.107539 -2.227268 0.083531 -0.216 -0.245 0.092 0.58
C 1.129008 -3.675209 -0.439286 0.041 0.132 0.032 0.79
C 0.671924 -5.056677 0.026441 -0.042 0.037 -0.090 -1.66
C 2.562141 -3.401959 0.026791 -0.063 0.015 -0.102 -1.40
C -0.093959 -2.245612 1.874601 0.098 0.129 -0.038 0.82
C -0.625560 -3.339779 2.571911 0.064 0.044 0.030 -0.31
C -0.865272 -3.302420 3.930869 -0.065 -0.096 0.056 0.16
C -1.422014 -4.490472 4.673663 0.017 0.133 -0.018 -1.78
C -0.611160 -2.096575 4.591244 0.034 0.025 -0.076 -1.14
C -0.097388 -0.998556 3.937107 0.015 0.006 0.024 -1.03
C 0.226756 -1.049287 2.564718 -0.186 0.034 -0.139 -0.21
N 0.719377 0.022817 1.865141 0.434 -0.132 0.046 0.47
C 1.062005 1.244750 2.462753 -0.147 0.074 -0.033 -0.08
C 1.907922 1.397886 3.560750 0.042 -0.016 -0.044 -0.41
C 2.236011 2.663870 4.015189 -0.047 -0.030 -0.011 -0.82
C 1.739784 3.810252 3.397224 0.030 0.070 0.016 0.16
C 2.116648 5.184156 3.890327 0.018 -0.094 -0.046 -1.61
C 0.916416 3.656465 2.288481 -0.062 -0.030 0.034 -1.03
C 0.568590 2.393623 1.813760 0.118 -0.086 -0.033 0.15
P -0.392540 1.957751 0.325804 -0.254 0.173 0.111 1.51
C -0.586395 3.468455 -0.722965 0.164 -0.059 0.043 0.66
C 0.817854 3.938354 -1.130087 -0.050 -0.085 -0.029 -1.54
C -1.455225 4.611447 -0.191513 0.004 -0.055 -0.057 -1.46
C -2.059536 1.438111 0.942372 0.031 0.041 -0.098 0.94
C -3.013147 1.292740 -0.247840 0.075 0.002 0.043 -1.56
C -2.639011 2.299354 2.062838 0.021 -0.079 -0.004 -1.53
H -3.550199 -3.152138 -0.546281 0.007 -0.021 -0.008 0.45
H -2.692313 -3.149357 0.994403 -0.033 -0.013 0.002 0.47
H -2.283198 -4.339428 -0.249572 -0.024 0.006 -0.004 0.26
H -1.957230 -1.309910 -0.488352 0.002 0.007 -0.012 -0.86
H -1.153943 -3.523697 -2.441668 -0.014 0.010 -0.003 0.31
H -0.671248 -1.831036 -2.600636 -0.038 -0.051 -0.012 0.16
H -2.386107 -2.281272 -2.686237 -0.013 -0.045 0.008 0.55
H 1.108361 -3.633581 -1.532723 -0.011 0.032 -0.002 0.50
H 0.839653 -5.180979 1.095585 -0.006 -0.009 0.000 0.37
H 1.262448 -5.815377 -0.490650 0.007 0.001 0.018 0.47
H -0.377749 -5.251095 -0.190624 0.015 -0.031 0.013 0.30
H 2.599416 -3.262110 1.110126 0.029 -0.009 -0.007 0.24
H 2.968961 -2.511877 -0.452540 0.061 0.000 0.013 0.23
H 3.207641 -4.243324 -0.231374 -0.017 -0.004 0.017 0.52
H -0.862964 -4.248456 2.035376 -0.016 0.004 -0.019 0.39
H -1.443071 -5.377007 4.040488 -0.004 -0.002 0.016 0.36
H -2.440136 -4.293691 5.016345 -0.001 -0.037 -0.004 0.34
H -0.821370 -4.714859 5.556250 0.000 -0.040 -0.017 0.39
H -0.828973 -2.021011 5.651405 -0.011 0.022 -0.015 0.42
H 0.043196 -0.073206 4.478831 0.057 -0.043 0.025 0.52
H 2.320741 0.516826 4.036891 -0.010 0.028 0.013 0.66
H 2.900936 2.766433 4.865562 -0.032 -0.003 0.004 0.43
H 2.345011 5.168913 4.955408 -0.017 0.020 -0.005 0.42
H 1.310479 5.897894 3.721481 0.010 0.007 0.014 0.38
H 3.002564 5.553095 3.368317 -0.011 0.015 0.013 0.29
H 0.537511 4.549687 1.809526 0.014 -0.020 -0.026 0.17
H -1.062273 3.068043 -1.624772 -0.019 -0.010 -0.006 0.37
H 1.364434 4.356609 -0.285805 -0.001 0.029 -0.016 0.26
H 0.747297 4.707318 -1.902448 -0.013 0.008 0.023 0.53
H 1.401809 3.105498 -1.527582 0.017 0.025 -0.020 0.32
H -1.194356 4.902919 0.823946 -0.011 0.018 -0.009 0.15
H -2.511510 4.345978 -0.199890 0.005 0.023 0.024 0.32
H -1.329940 5.487587 -0.832196 -0.021 -0.006 0.006 0.49
H -1.858027 0.444377 1.355464 0.018 -0.022 -0.009 -0.03
H -3.355009 2.267652 -0.600924 -0.003 -0.020 0.000 0.30
H -3.893628 0.714840 0.038738 -0.006 0.024 -0.005 0.44
H -2.527630 0.783932 -1.086128 -0.058 -0.001 -0.013 0.28
H -2.905286 3.296568 1.714305 -0.005 -0.008 0.013 0.24
H -1.930077 2.400189 2.884875 -0.026 0.012 0.013 0.32
H -3.543341 1.828129 2.454670 0.002 0.020 -0.008 0.48
N 5.539165 -0.101521 0.387693 -0.105 -0.009 -0.008 -0.15
C 4.438979 -0.459201 0.495476 0.409 -0.083 0.231 -0.08
H 6.490351 0.193683 0.313612 -0.012 0.006 -0.007 0.23
O 0.640859 0.899775 -2.854025 0.033 -0.325 -0.083 -0.59
C 1.212281 -0.079493 -3.451635 -0.191 0.317 0.177 0.21
O 1.674287 -1.098205 -2.952692 -0.052 -0.076 -0.071 -0.59
C 1.258721 0.099188 -4.989808 0.109 -0.298 0.060 0.09
N 0.634096 1.446259 -5.222890 -0.011 0.039 0.194 0.00
C -0.588259 1.273355 -6.061045 -0.223 -0.124 -0.019 -0.64
C -0.999348 -0.166525 -5.779532 0.141 -0.042 0.022 -0.38
C 0.346385 -0.898622 -5.705788 -0.111 0.089 -0.046 -0.90
H 2.290966 0.057970 -5.327080 0.003 0.105 -0.038 0.42
H 1.273362 2.148443 -5.578999 0.040 -0.033 -0.043 0.36
H 0.415639 1.633063 -4.157122 -0.026 0.124 -0.246 0.16
H -0.327192 1.408870 -7.109399 0.083 0.022 0.010 0.37
H -1.338813 2.009933 -5.785285 0.047 0.053 0.030 0.36
H -1.649491 -0.563888 -6.555207 -0.034 0.033 0.013 0.48
H -1.522777 -0.227437 -4.822919 0.000 -0.001 -0.017 0.05
H 0.718146 -1.110008 -6.708750 0.013 -0.001 0.002 0.42
H 0.295424 -1.834927 -5.154432 0.041 -0.005 -0.009 0.38
```
Forces are in eV/Å.

Total energy ... -66965.6944 eV
HOMO level ... -8.90 eV
E_LUMO ... -2.05 eV
Total charge ... +1